# 1
C26H31N3P2SSc | the ωB97M-V functional and the def2-TZVPD basis

Results
Energy relative to the best compared isomer or geometry (same formula, charge and spin): 0.0 kJ/mol
HOMO: -10.32 eV
Net charge: +1
Multiplicity: 1
Molar mass: 524.526 g/mol

Element x y z (Å)
C  -1.56  3.60  -2.85
C  -1.33  2.28  -2.44
C  0.00  1.75  -2.48
C  1.07  2.57  -3.00
C  0.77  3.90  -3.40
C  -0.50  4.42  -3.28
C  2.34  2.00  -3.11
C  2.53  0.63  -2.92
C  1.43  -0.15  -2.41
C  1.58  -1.58  -2.28
C  2.82  -2.16  -2.50
C  3.93  -1.38  -2.91
C  3.77  -0.03  -3.15
H  -2.58  4.03  -2.81
H  1.58  4.50  -3.86
H  -0.69  5.46  -3.56
H  3.19  2.62  -3.44
H  2.97  -3.25  -2.36
H  4.91  -1.86  -3.06
H  4.60  0.56  -3.57
N  0.28  0.49  -2.01
Sc  0.08  0.27  0.65
C  -2.48  1.41  -1.98
H  -2.45  0.41  -2.44
H  -3.46  1.85  -2.20
C  0.39  -2.45  -1.93
H  -0.51  -2.21  -2.51
H  0.61  -3.52  -2.05
P  -2.31  1.20  -0.14
P  -0.02  -2.18  -0.17
C  1.36  -3.02  0.67
H  1.27  -2.92  1.76
H  1.36  -4.08  0.38
H  2.32  -2.56  0.38
C  -1.45  -3.26  0.08
H  -1.15  -4.28  -0.18
H  -1.81  -3.20  1.12
H  -2.26  -2.91  -0.58
C  -2.67  2.94  0.33
H  -3.62  3.28  -0.10
H  -2.70  3.01  1.42
H  -1.85  3.60  -0.02
C  -3.96  0.45  0.16
H  -4.18  0.44  1.24
H  -4.74  1.04  -0.34
H  -3.98  -0.57  -0.23
H  1.55  0.88  -0.17
H  -0.44  1.77  1.44
N  -2.67  -1.91  2.62
C  -1.53  -1.45  3.25
N  -0.53  -0.76  2.70
C  0.50  -0.57  3.67
C  1.71  0.09  3.42
C  2.70  0.12  4.44
C  2.44  -0.49  5.69
C  1.20  -1.14  5.94
C  0.25  -1.18  4.91
S  -1.34  -1.98  4.90
H  -3.29  -2.31  3.32
H  -3.10  -1.35  1.86
H  1.85  0.57  2.42
H  3.67  0.61  4.26
H  3.17  -0.47  6.51
H  0.97  -1.58  6.90

=====

# 2
C26H31N5O2PPdS2 | the ωB97M-V functional and the def2-TZVPD basis

Results
Energy relative to the best compared isomer or geometry (same formula, charge and spin): 20.1 kJ/mol
⟨S²⟩: 6.038
HOMO (alpha / beta): -16.23 / -17.03 eV
Net charge: +3
Multiplicity: 5
Molar mass: 647.095 g/mol

Element x y z (Å)
Pd  0.23  -1.17  0.39
N  2.03  -0.07  1.36
C  3.04  0.68  0.66
C  4.34  0.21  0.59
C  5.32  0.96  -0.05
C  5.01  2.19  -0.61
C  3.72  2.67  -0.56
C  2.71  1.91  0.05
P  1.02  2.45  0.01
C  0.82  4.14  -0.38
C  0.03  4.59  -1.45
C  -0.08  5.95  -1.69
C  0.57  6.86  -0.86
C  1.35  6.42  0.21
C  1.47  5.07  0.46
C  0.05  1.34  -1.02
C  -1.33  1.52  -1.11
C  -2.08  0.78  -2.02
C  -1.45  -0.16  -2.82
C  -0.08  -0.40  -2.69
C  0.68  0.34  -1.79
H  1.68  0.46  2.15
H  2.44  -0.92  1.74
H  4.59  -0.74  1.06
H  6.33  0.58  -0.08
H  5.78  2.77  -1.10
H  3.47  3.61  -1.02
H  -0.47  3.89  -2.11
H  -0.67  6.30  -2.52
H  0.48  7.92  -1.05
H  1.85  7.13  0.85
H  2.07  4.72  1.30
H  -1.82  2.27  -0.49
H  -3.14  0.96  -2.12
H  -2.03  -0.72  -3.55
H  0.40  -1.14  -3.32
H  1.75  0.22  -1.77
C  -6.41  -2.90  -1.42
C  -5.35  -2.20  -0.65
C  -5.62  -1.21  0.31
C  -4.55  -0.64  0.99
N  -3.29  -0.99  0.76
C  -3.13  -1.93  -0.18
S  -1.53  -2.46  -0.60
N  -4.08  -2.54  -0.89
H  -7.35  -2.35  -1.40
H  -6.58  -3.88  -0.97
H  -6.09  -3.06  -2.45
H  -6.63  -0.90  0.52
H  -4.72  0.11  1.75
C  2.66  -4.78  1.21
S  1.34  -4.18  0.18
C  1.77  -4.96  -1.36
O  1.69  -2.68  -0.04
H  2.55  -5.86  1.29
H  2.56  -4.33  2.19
H  3.62  -4.53  0.76
H  1.68  -6.04  -1.24
H  2.78  -4.68  -1.64
H  1.05  -4.62  -2.11
N  -1.59  -0.78  3.27
C  -0.53  -1.59  3.41
N  -0.17  -1.99  4.64
O  0.17  -1.95  2.42
H  -2.15  -0.54  4.08
H  -2.05  -0.72  2.37
H  -0.75  -1.83  5.45
H  0.63  -2.59  4.74

=====

# 3
C26H31N7O5STi | the ωB97M-V functional and the def2-TZVPD basis

Results
Energy relative to the best compared isomer or geometry (same formula, charge and spin): 158.0 kJ/mol
HOMO: -14.61 eV
Net charge: +2
Multiplicity: 1
Molar mass: 601.512 g/mol

Element x y z (Å)
Ti  1.40  0.00  -0.41
N  1.74  2.02  -0.80
C  1.35  2.28  -2.18
C  1.65  1.03  -3.05
O  1.78  1.05  -4.23
N  1.78  -0.09  -2.22
C  2.83  -1.01  -2.46
C  3.55  -1.22  -1.14
O  4.21  -2.20  -0.89
O  3.21  -0.33  -0.15
H  1.45  2.80  -0.13
H  2.77  2.12  -0.63
H  1.89  3.16  -2.56
H  0.33  2.51  -2.21
H  3.59  -0.60  -3.20
H  2.45  -1.96  -2.83
O  1.71  0.20  1.61
C  0.88  0.48  2.80
C  1.53  1.37  3.76
C  1.96  2.71  3.11
C  0.89  3.60  2.62
C  0.13  4.21  3.54
C  -1.07  4.91  3.12
C  -1.37  4.99  1.78
C  -0.46  4.45  0.91
N  0.57  3.73  1.29
H  2.57  -0.16  1.92
H  0.55  -0.46  3.14
H  0.00  0.92  2.36
H  2.42  0.87  4.12
H  0.90  1.52  4.64
H  2.56  2.44  2.25
H  2.64  3.30  3.70
H  0.24  4.06  4.61
H  -1.71  5.30  3.91
H  -2.34  5.43  1.53
H  -0.54  4.44  -0.19
N  2.25  -6.41  0.12
C  2.34  -5.06  0.11
N  3.45  -4.46  0.66
N  1.35  -4.47  -0.51
C  1.22  -3.21  -0.50
N  0.97  -2.08  -0.42
H  3.00  -7.03  0.41
H  1.46  -6.90  -0.25
H  4.17  -5.15  0.83
H  3.75  -3.54  0.41
O  -0.56  0.49  -0.38
S  -1.86  0.51  -1.29
C  -3.15  0.29  -0.08
C  -4.01  -0.78  -0.08
C  -5.09  -0.74  0.80
C  -5.33  0.39  1.59
C  -4.46  1.46  1.55
C  -3.36  1.41  0.71
C  -1.99  -0.90  -2.32
C  -1.93  -2.22  -1.78
C  -1.89  -3.30  -2.65
C  -1.88  -3.14  -4.01
C  -1.88  -1.87  -4.55
C  -1.91  -0.73  -3.72
H  -3.86  -1.59  -0.73
H  -5.71  -1.61  0.83
H  -6.12  0.42  2.29
H  -4.58  2.34  2.19
H  -2.62  2.26  0.85
H  -1.92  -2.40  -0.74
H  -2.01  -4.33  -2.23
H  -2.03  -3.98  -4.69
H  -1.94  -1.78  -5.64
H  -1.92  0.25  -4.17

=====

# 4
C26H31OPPdS4 | the ωB97M-V functional and the def2-TZVPD basis

Results
Energy relative to the best compared isomer or geometry (same formula, charge and spin): 30.1 kJ/mol
HOMO: -13.74 eV
Net charge: +2
Multiplicity: 1
Molar mass: 625.195 g/mol

Element x y z (Å)
Pd  1.85  0.42  0.32
C  4.58  -1.02  -0.23
C  3.83  -1.35  -1.50
S  2.32  -0.36  -1.78
C  2.88  1.16  -2.63
C  3.37  2.27  -1.72
S  2.05  2.64  -0.52
C  2.98  3.30  0.90
C  2.18  3.04  2.17
S  1.66  1.30  2.42
C  3.05  0.51  3.30
C  4.15  -0.01  2.40
S  3.41  -1.13  1.17
H  5.00  -0.02  -0.24
H  5.38  -1.75  -0.07
H  3.47  -2.37  -1.49
H  4.47  -1.24  -2.38
H  2.01  1.48  -3.20
H  3.64  0.87  -3.36
H  3.57  3.17  -2.30
H  4.26  1.99  -1.18
H  3.12  4.37  0.76
H  3.95  2.81  0.93
H  1.23  3.59  2.15
H  2.72  3.36  3.05
H  2.57  -0.31  3.84
H  3.43  1.21  4.04
H  4.88  -0.58  2.99
H  4.67  0.79  1.88
O  -0.26  -0.43  0.41
P  -1.70  -0.65  0.02
C  -2.70  -1.11  1.44
C  -2.41  -0.51  2.67
C  -3.19  -0.80  3.78
C  -4.26  -1.68  3.66
C  -4.56  -2.27  2.44
C  -3.77  -1.98  1.33
C  -2.41  0.84  -0.69
C  -3.74  1.19  -0.47
C  -4.26  2.33  -1.08
C  -3.47  3.10  -1.90
C  -2.14  2.75  -2.13
C  -1.62  1.62  -1.52
C  -1.87  -1.96  -1.19
C  -2.48  -1.75  -2.43
C  -2.56  -2.80  -3.34
C  -2.04  -4.04  -3.02
C  -1.43  -4.25  -1.79
C  -1.35  -3.22  -0.88
H  -1.57  0.17  2.75
H  -2.97  -0.34  4.73
H  -4.87  -1.90  4.52
H  -5.39  -2.95  2.35
H  -4.00  -2.45  0.37
H  -4.36  0.59  0.18
H  -5.29  2.60  -0.90
H  -3.88  3.98  -2.38
H  -1.53  3.36  -2.78
H  -0.59  1.33  -1.70
H  -2.90  -0.79  -2.68
H  -3.04  -2.64  -4.30
H  -2.12  -4.86  -3.73
H  -1.04  -5.23  -1.54
H  -0.88  -3.39  0.09

=====

# 5
C26H32AlF10N7 | the ωB97M-V functional and the def2-TZVPD basis

Results
Energy relative to the best compared isomer or geometry (same formula, charge and spin): 0.0 kJ/mol
HOMO: -12.50 eV
Net charge: +2
Multiplicity: 1
Molar mass: 659.553 g/mol

Element x y z (Å)
Al  -0.11  0.40  0.71
C  -0.88  -0.61  3.62
N  -0.14  0.38  2.80
C  -0.68  1.73  3.18
C  -0.16  2.80  2.26
N  -0.29  2.31  0.88
C  -0.02  3.29  -0.08
C  1.11  4.12  -0.06
F  2.03  3.99  0.90
C  1.34  5.10  -1.02
F  2.44  5.83  -0.95
C  0.45  5.29  -2.06
F  0.68  6.20  -2.99
C  -0.69  4.51  -2.10
F  -1.60  4.68  -3.06
C  -0.90  3.56  -1.12
F  -2.09  2.90  -1.14
C  1.32  0.23  3.12
C  2.26  0.75  2.03
N  1.78  0.24  0.74
C  2.72  0.18  -0.28
C  2.75  -0.88  -1.20
F  1.86  -1.91  -1.05
C  3.64  -0.99  -2.25
F  3.56  -2.04  -3.07
C  4.61  -0.03  -2.42
F  5.48  -0.12  -3.41
C  4.66  1.02  -1.52
F  5.59  1.96  -1.66
C  3.73  1.12  -0.50
F  3.83  2.18  0.31
H  -0.63  -0.47  4.67
H  -1.95  -0.47  3.51
H  -0.61  -1.62  3.33
H  -1.76  1.67  3.10
H  -0.43  1.94  4.22
H  -0.77  3.70  2.41
H  0.85  3.07  2.53
H  1.53  0.71  4.08
H  1.50  -0.84  3.24
H  2.35  1.83  2.07
H  3.25  0.35  2.26
N  -3.44  -3.01  -2.51
C  -2.36  -2.72  -1.46
C  -1.19  -1.98  -2.11
C  -1.34  -0.44  -2.20
N  -0.29  0.24  -1.38
C  -2.73  0.02  -1.78
C  -3.13  -0.47  -0.39
N  -2.29  0.22  0.63
C  -2.99  -2.01  -0.26
H  -3.05  -3.53  -3.30
H  -3.85  -2.15  -2.89
H  -4.21  -3.56  -2.12
H  -2.04  -3.71  -1.16
H  -0.99  -2.40  -3.10
H  -0.31  -2.22  -1.52
H  -1.18  -0.14  -3.23
H  -0.29  1.23  -1.63
H  0.62  -0.10  -1.68
H  -3.47  -0.31  -2.52
H  -2.80  1.10  -1.82
H  -4.17  -0.20  -0.22
H  -2.64  0.00  1.56
H  -2.43  1.24  0.54
H  -3.96  -2.46  -0.02
H  -2.35  -2.23  0.59
C  0.33  -5.23  0.81
C  1.04  -4.03  1.46
C  0.37  -2.76  1.14
N  -0.12  -1.75  0.91
H  0.83  -6.15  1.12
H  0.38  -5.17  -0.28
H  -0.71  -5.30  1.13
H  2.07  -3.95  1.11
H  1.06  -4.13  2.54

=====

# 6
C26H32AsN6RuS2 | the ωB97M-V functional and the def2-TZVPD basis

Results
Energy relative to the best compared isomer or geometry (same formula, charge and spin): 353.9 kJ/mol
⟨S²⟩: 0.829
HOMO (alpha / beta): -12.69 / -12.72 eV
Net charge: +2
Multiplicity: 2
Molar mass: 668.710 g/mol

Element x y z (Å)
Ru  -0.26  0.81  0.83
C  1.03  1.68  3.95
C  0.05  2.79  3.53
N  -1.06  2.28  2.72
C  -2.20  1.72  3.44
C  -1.97  0.33  4.04
S  -1.20  -0.88  2.89
C  0.36  -1.31  3.74
C  1.58  -0.60  3.16
N  1.30  0.79  2.82
H  1.94  2.15  4.33
H  0.60  1.10  4.76
H  -0.31  3.29  4.43
H  0.59  3.52  2.92
H  -1.41  3.06  2.17
H  -2.50  2.38  4.27
H  -3.03  1.67  2.73
H  -1.36  0.37  4.94
H  -2.94  -0.10  4.29
H  0.21  -1.11  4.80
H  0.47  -2.39  3.61
H  2.41  -0.68  3.88
H  1.88  -1.10  2.23
H  2.06  1.17  2.26
S  -1.78  2.46  -0.36
C  -2.39  1.78  -1.84
C  -2.94  2.64  -2.79
C  -3.52  2.14  -3.93
C  -3.58  0.76  -4.14
C  -3.03  -0.10  -3.21
C  -2.41  0.39  -2.07
As  -1.56  -0.77  -0.75
C  -2.11  -2.56  -1.37
C  -1.47  -3.22  -2.40
C  -1.97  -4.43  -2.85
C  -3.11  -4.98  -2.27
C  -3.74  -4.32  -1.23
C  -3.25  -3.10  -0.78
C  0.29  -0.74  -1.41
C  0.73  -0.02  -2.51
C  2.01  -0.20  -2.99
C  2.87  -1.10  -2.37
C  2.46  -1.79  -1.24
C  1.18  -1.61  -0.76
H  -2.91  3.71  -2.61
H  -3.95  2.81  -4.66
H  -4.06  0.37  -5.02
H  -3.08  -1.18  -3.36
H  -0.58  -2.80  -2.86
H  -1.48  -4.95  -3.66
H  -3.49  -5.92  -2.62
H  -4.62  -4.75  -0.78
H  -3.73  -2.57  0.04
H  0.06  0.68  -3.01
H  2.34  0.33  -3.87
H  3.87  -1.25  -2.77
H  3.14  -2.48  -0.75
H  0.82  -2.19  0.10
N  5.49  2.01  0.52
C  5.09  1.81  -0.75
N  6.00  1.62  -1.70
N  3.83  1.75  -1.10
C  2.75  1.71  -0.45
N  1.68  1.63  0.01
H  6.46  2.07  0.76
H  4.82  2.28  1.22
H  6.99  1.67  -1.53
H  5.69  1.47  -2.65

=====

# 7
C26H32AuCl2NO2P | the ωB97M-V functional and the def2-TZVPD basis

Results
Energy relative to the best compared isomer or geometry (same formula, charge and spin): 173.0 kJ/mol
HOMO: -9.92 eV
Net charge: +1
Multiplicity: 1
Molar mass: 689.394 g/mol

Element x y z (Å)
Au  1.09  0.00  -0.10
Cl  6.21  -1.26  -1.13
C  5.44  -1.43  0.41
C  6.15  -1.94  1.51
C  5.56  -2.06  2.71
Cl  6.46  -2.71  4.05
C  4.23  -1.66  2.91
C  3.57  -1.70  4.14
C  2.29  -1.23  4.23
C  1.66  -0.70  3.10
N  2.22  -0.65  1.90
C  3.52  -1.14  1.79
C  4.11  -1.08  0.50
O  3.40  -0.68  -0.51
H  7.19  -2.23  1.39
H  4.07  -2.09  5.01
H  1.76  -1.24  5.17
H  0.67  -0.30  3.17
C  -1.01  1.63  -4.35
C  -0.07  0.72  -3.55
C  1.38  1.07  -3.88
P  -0.50  0.61  -1.76
C  -1.15  2.18  -1.06
C  -2.62  2.49  -1.33
C  -0.24  3.37  -1.39
C  -1.78  -0.70  -1.69
C  -2.89  -0.59  -2.73
C  -1.13  -2.09  -1.78
H  -0.92  1.39  -5.41
H  -0.75  2.68  -4.23
H  -2.06  1.51  -4.08
H  -0.23  -0.31  -3.88
H  1.65  2.06  -3.49
H  1.52  1.11  -4.96
H  2.07  0.31  -3.50
H  -1.06  1.98  0.01
H  -2.82  2.74  -2.37
H  -2.90  3.36  -0.73
H  -3.28  1.68  -1.03
H  -0.37  3.70  -2.42
H  0.82  3.14  -1.22
H  -0.50  4.20  -0.74
H  -2.20  -0.59  -0.69
H  -2.50  -0.75  -3.74
H  -3.43  0.35  -2.71
H  -3.61  -1.39  -2.55
H  -0.65  -2.25  -2.74
H  -1.90  -2.86  -1.67
H  -0.39  -2.26  -0.99
O  2.76  1.64  -1.17
H  3.61  1.26  -0.87
H  2.74  1.44  -2.11
C  -0.48  -0.24  1.01
C  -1.46  -0.38  1.69
C  -2.62  -0.55  2.51
C  -3.28  -1.78  2.56
C  -4.40  -1.94  3.36
C  -4.88  -0.87  4.11
C  -4.22  0.36  4.06
C  -3.10  0.52  3.27
H  -2.90  -2.62  1.98
H  -4.91  -2.89  3.39
H  -5.75  -0.99  4.73
H  -4.59  1.19  4.65
H  -2.59  1.47  3.23

=====

The highest net charge belongs to which entry?
C26H31N5O2PPdS2

=====

Which value of energy relative to the best compared isomer or geometry (same formula, charge and spin) does entry 1 give?
0.0 kJ/mol